# 1
Here is C4H3NO2S in the gas phase at a distorted geometry from OMol25. Energies are from ωB97M-V/def2-TZVPD.

The geometry in ORCA input format:
```
! RIJCOSX wB97M-V def2-TZVPD def2/J DEFGRID3
* xyz 0 1
C -0.2905 0.1028 -1.6030
C -2.0424 -0.3402 0.0788
C 0.2789 0.0250 -0.3186
C -0.8139 -0.1410 0.5344
N 2.0951 0.3802 1.3381
O 1.6379 0.0685 -0.0791
O 1.1489 0.6757 2.1409
S -1.9869 -0.2010 -1.6569
H 0.4062 0.2554 -2.4287
H -3.0505 -0.3875 0.5738
H 2.6173 -0.4379 1.4203
*
```

Computed properties:
Calculated total energy = -757.38377 a.u.
Relative energy (zero: lowest compared OMol25 entry of this formula, charge and spin) = 175.09 kcal/mol
Orbital gap (spin up / spin down) = 0.2942 / 0.2829 Ha

***

# 2
Here is a molecular structure, C24H29N4OSiSn from OMol25. Energies are from ωB97M-V/def2-TZVPD.

The geometry in ORCA input format:
```
! RIJCOSX wB97M-V def2-TZVPD def2/J DEFGRID3
* xyz 1 1
Sn 0.2771 -0.0972 1.8500
N -3.6461 -1.2175 0.3885
C -2.6277 -0.3815 0.2473
O -1.4817 -0.7212 0.6035
C -2.8790 0.9811 -0.3209
C -2.3128 2.0443 0.6371
H -3.4604 -2.1654 0.6950
H -4.5703 -0.9738 0.0773
H -3.9444 1.1401 -0.4867
H -2.3902 1.0364 -1.2968
H -2.5556 1.7511 1.6639
H -2.8196 3.0008 0.4513
C -0.7851 -3.1368 2.8299
N 0.2028 -2.3755 2.0891
C 1.2161 -2.9815 1.5622
C 2.1153 -2.2431 0.7562
C 3.2531 -2.6219 0.0595
C 3.7105 -1.4786 -0.5972
C 2.8406 -0.4533 -0.2734
N 1.8502 -0.8912 0.5438
C -1.6645 -4.0099 1.9640
C -1.7255 -3.8954 0.5815
C -2.5737 -4.7165 -0.1532
C -3.3671 -5.6555 0.4840
C -3.2999 -5.7855 1.8656
C -2.4499 -4.9732 2.5970
H -1.3878 -2.4202 3.3986
H -0.2979 -3.7787 3.5726
H 1.3729 -4.0494 1.7142
H 3.6905 -3.6058 0.0454
H 4.5722 -1.3942 -1.2367
H 2.8882 0.5665 -0.6112
H -1.0948 -3.1753 0.0682
H -2.6011 -4.6260 -1.2310
H -4.0205 -6.2966 -0.0919
H -3.8982 -6.5308 2.3714
H -2.3907 -5.0911 3.6725
C 1.3333 5.7073 0.1449
Si 1.2872 3.8635 -0.1062
C 2.2490 2.9526 1.2066
C 1.6943 3.3915 -1.8645
C 1.4032 2.1061 -2.3305
C 1.7003 1.7282 -3.6286
C 2.2919 2.6395 -4.4929
C 2.5785 3.9228 -4.0568
C 2.2798 4.2938 -2.7537
H 2.3518 6.0903 0.0998
H 0.9315 5.9689 1.1255
H 0.7496 6.2345 -0.6111
H 3.2308 3.4071 1.3402
H 2.4045 1.9052 0.9559
H 1.7239 2.9929 2.1626
H 0.9159 1.3899 -1.6744
H 1.4694 0.7278 -3.9694
H 2.5234 2.3508 -5.5097
H 3.0331 4.6356 -4.7309
H 2.5118 5.3018 -2.4313
N -0.4374 3.3663 0.1422
C -0.8093 2.1698 0.4951
H -1.1615 4.0759 -0.0039
*
```

Computed properties:
Calculated total energy = -1729.86228 a.u.
Relative energy (zero: lowest compared OMol25 entry of this formula, charge and spin) = 0.00 kcal/mol
Orbital gap = 0.3010 Ha

***

# 3
Here is C6H5N3O in the gas phase at a distorted geometry from OMol25. Energies are from ωB97M-V/def2-TZVPD.

The geometry in ORCA input format:
```
! RIJCOSX wB97M-V def2-TZVPD def2/J DEFGRID3
* xyz 0 1
O -3.1007 -0.7133 0.4883
C -1.9914 -0.3022 0.0458
C -1.6056 1.1436 -0.0890
C -0.3452 1.6574 -0.0777
C 0.6331 0.6431 -0.0184
N 1.8612 0.8926 0.2690
N 2.3863 -0.3588 0.3126
N 1.5851 -1.3071 -0.0605
C 0.3230 -0.6813 -0.0476
C -0.9738 -1.1924 -0.3459
H -2.5137 1.9855 0.0395
H 0.1051 2.7351 -0.1986
H 3.4505 -0.2589 -0.1488
H 1.6475 -2.0507 0.5643
H -1.4613 -2.1926 -0.7330
*
```

Computed properties:
SMILES string = O=c1ccc2n[nH][nH]c-2c1
Calculated total energy = -470.98076 a.u.
Relative energy (zero: lowest compared OMol25 entry of this formula, charge and spin) = 103.95 kcal/mol
Orbital gap = 0.2679 Ha

***

# 4
Here is 2 unconnected molecules or ions with the total composition C28H29ClF26N3O2S at a distorted geometry from OMol25. Energies are from ωB97M-V/def2-TZVPD.

The geometry in ORCA input format:
```
! RIJCOSX wB97M-V def2-TZVPD def2/J DEFGRID3
* xyz 1 1
C 0.0345 4.7684 -0.6062
C 0.4723 3.7141 -1.6171
C -0.0998 2.3104 -1.4022
Cl -1.8640 2.3931 -1.4951
C 0.4414 1.6199 -0.1405
N 1.6320 0.7631 -0.4043
C 2.6257 1.0714 -1.4799
C 2.5789 0.0859 -2.6408
C 3.6758 -0.9759 -2.6736
F 3.9685 -1.2041 -3.9832
F 4.7947 -0.5486 -2.0603
C 3.2091 -2.3574 -2.1229
F 2.3152 -2.8324 -3.0084
F 2.5279 -2.1542 -0.9567
C 4.3555 -3.4110 -1.9327
F 5.4213 -2.9834 -2.6522
F 3.9477 -4.5986 -2.4350
C 4.8514 -3.6488 -0.4739
F 5.9999 -4.3455 -0.5695
F 5.1287 -2.4374 0.0601
C 3.8708 -4.4788 0.4404
F 4.4877 -5.6380 0.7449
F 2.7314 -4.7653 -0.2223
C 3.4910 -3.8515 1.7938
F 4.6139 -3.7365 2.5230
F 2.9779 -2.6062 1.6338
C 2.4317 -4.7008 2.5927
F 2.3370 -5.9527 2.1339
F 2.8312 -4.7385 3.8811
C 1.0043 -4.0861 2.6075
F 0.1531 -5.0180 3.0881
F 0.6147 -3.7433 1.3655
F 0.9624 -3.0025 3.4027
C 2.1465 0.4666 0.9815
C 2.9181 1.6107 1.6249
S 4.6815 1.3923 1.4430
O 5.0856 2.1525 0.2983
O 4.9659 -0.0070 1.5026
C 0.8426 0.0185 1.5955
C -0.3867 0.7787 0.8656
C -1.0684 1.5466 2.0214
C -1.7425 2.8618 1.7301
N -2.9785 3.1011 1.6537
C -1.2121 -0.4242 0.3581
C -2.6682 -0.1398 -0.0235
C -3.5787 -1.2943 0.3239
F -2.9136 -2.4645 0.1317
F -3.8990 -1.2396 1.6446
C -4.8911 -1.3709 -0.5141
F -4.7505 -0.7091 -1.6777
F -5.1425 -2.6659 -0.7985
C -6.1752 -0.8465 0.1901
F -6.4672 -1.5981 1.2721
F -7.1702 -1.0051 -0.7198
C -6.1313 0.6761 0.5919
F -6.1400 0.7878 1.9284
F -5.0231 1.2678 0.1119
F -7.1978 1.3314 0.0924
H -1.0085 4.6991 -0.3391
H 0.6626 4.7570 0.2770
H 0.1837 5.7437 -1.0501
H 0.1201 4.0182 -2.5928
H 1.5565 3.6852 -1.6209
H 0.2036 1.7364 -2.2711
H 0.7753 2.4398 0.4888
H 1.2144 -0.1367 -0.6529
H 3.5967 1.0967 -1.0079
H 2.4736 2.0576 -1.8806
H 1.6278 -0.4281 -2.7323
H 2.6982 0.6504 -3.5531
H 2.8645 -0.3318 0.8198
H 2.6641 1.6863 2.6755
H 2.6861 2.5684 1.1713
H 5.1651 1.9902 2.5563
H 0.8403 -1.0390 1.3549
H 0.8131 0.0195 2.6727
H -1.8161 0.8898 2.4557
H -0.3595 1.7506 2.8115
H -1.0802 3.7135 1.6393
H -3.5199 2.2464 1.8037
H -1.2208 -1.1350 1.1679
H -0.7232 -0.8686 -0.5039
H -2.7328 0.0987 -1.0703
H -3.0324 0.7293 0.5021
C -7.6885 3.7408 -1.9461
C -6.7837 4.6258 -2.6671
N -6.0588 5.3057 -3.2338
H -7.1678 3.3028 -1.1043
H -8.5469 4.3011 -1.5820
H -8.0342 2.9487 -2.6070
*
```

Computed properties:
Calculated total energy = -4853.70164 a.u.
Orbital gap = 0.3852 Ha

***

# 5
Here is C6H13BFNO2 in the gas phase from OMol25. Energies are from ωB97M-V/def2-TZVPD.

The geometry in ORCA input format:
```
! RIJCOSX wB97M-V def2-TZVPD def2/J DEFGRID3
* xyz 0 1
C 1.4418 1.5252 0.0367
N 1.7936 0.1049 -0.0275
C 2.3300 -0.4195 1.2304
B 0.8191 -0.7820 -0.6620
O 1.2842 -1.8060 -1.4375
C -0.7560 -0.7065 -0.5179
C -1.4856 0.1256 -1.5819
O -2.6707 0.6411 -0.9793
C -2.7170 0.3402 0.4032
C -1.3532 -0.2213 0.7967
F -1.5034 -1.2795 1.6913
H 1.8999 2.0736 -0.7893
H 0.3644 1.7052 -0.0121
H 1.8132 1.9715 0.9604
H 1.6429 -0.2801 2.0744
H 3.2750 0.0705 1.4747
H 2.5349 -1.4866 1.1322
H 2.2117 -1.6705 -1.6381
H -1.0987 -1.7423 -0.6235
H -0.8892 0.9697 -1.9456
H -1.7477 -0.4823 -2.4487
H -3.4780 -0.4195 0.6096
H -2.9751 1.2461 0.9539
H -0.7359 0.5227 1.3000
*
```

Computed properties:
SMILES string = CN(C)B(O)[C@@H]1COC[C@H]1F
Calculated total energy = -566.41769 a.u.
Relative energy (zero: lowest compared OMol25 entry of this formula, charge and spin) = 0.00 kcal/mol
Orbital gap = 0.3482 Ha

***

# 6
Here is a molecular structure, C3H3NO3S3 at a distorted geometry from OMol25. Energies are from ωB97M-V/def2-TZVPD.

The geometry in ORCA input format:
```
! RIJCOSX wB97M-V def2-TZVPD def2/J DEFGRID3
* xyz 0 1
C -0.7229 0.0120 -0.4509
C -0.0509 -1.0148 -0.7982
C -1.0985 1.1838 0.3392
N 1.5914 -1.6313 0.1174
O 1.8482 -0.8219 0.9206
O 1.9611 -2.7111 -0.1389
O -0.6135 -0.1338 -3.3577
S 0.4459 2.3485 0.3983
S -1.4034 0.5897 2.0487
S -1.1495 -0.7474 -2.1945
H -1.8292 1.8781 0.1083
H 1.3572 1.2809 0.7783
H -0.3358 -0.2327 2.2294
*
```

Computed properties:
Calculated total energy = -1590.86577 a.u.
Relative energy (zero: lowest compared OMol25 entry of this formula, charge and spin) = 32.13 kcal/mol
Orbital gap = 0.2958 Ha

***

Copy entry 6 word for word.
Here is a molecular structure, C3H3NO3S3 at a distorted geometry from OMol25. Energies are from ωB97M-V/def2-TZVPD.

The geometry in ORCA input format:
```
! RIJCOSX wB97M-V def2-TZVPD def2/J DEFGRID3
* xyz 0 1
C -0.7229 0.0120 -0.4509
C -0.0509 -1.0148 -0.7982
C -1.0985 1.1838 0.3392
N 1.5914 -1.6313 0.1174
O 1.8482 -0.8219 0.9206
O 1.9611 -2.7111 -0.1389
O -0.6135 -0.1338 -3.3577
S 0.4459 2.3485 0.3983
S -1.4034 0.5897 2.0487
S -1.1495 -0.7474 -2.1945
H -1.8292 1.8781 0.1083
H 1.3572 1.2809 0.7783
H -0.3358 -0.2327 2.2294
*
```

Computed properties:
Calculated total energy = -1590.86577 a.u.
Relative energy (zero: lowest compared OMol25 entry of this formula, charge and spin) = 32.13 kcal/mol
Orbital gap = 0.2958 Ha

***

Which value of calculated total energy does entry 1 give? -757.38377 a.u.

***

Look up the calculated total energy of the fourth one. -4853.70164 a.u.